ORCA calculation (ωB97M-V/def2-TZVPD) on a 2-piece molecular cluster, C8H11N4O overall.

Atoms and positions in Å:
C: 3.525 1.378 0.420
C: 3.886 0.103 0.110
C: 2.150 1.710 0.316
C: 2.969 -0.881 -0.203
C: 1.308 0.714 0.009
C: 1.588 -0.568 -0.307
C: -1.786 -0.931 0.222
C: -3.255 0.210 -1.357
N: -1.243 -1.194 1.322
N: -0.826 -1.380 2.354
N: -2.845 -0.088 0.085
N: -3.101 0.936 0.969
O: 0.615 -1.488 -0.544
H: 4.368 2.043 0.734
H: 4.990 -0.305 0.191
H: 1.961 2.714 0.558
H: 3.182 -1.900 -0.433
H: -1.538 -1.501 -0.746
H: -4.066 0.988 -1.443
H: -2.433 0.567 -1.957
H: -3.407 -0.754 -1.878
H: -3.115 0.593 1.987
H: -4.044 1.281 0.660
H: 1.116 -2.247 -1.069

Total charge: +1
F_max in eV Å⁻¹: 6.00
LUMO (alpha / beta) in Ha: -0.201 / -0.160
Energy above the lowest of the compared OMol25 structures with the same formula, charge and spin in kcal/mol: 147.8
HOMO (alpha / beta) in eV: -11.91 / -11.85
Energy in Ha: -605.207917

Löwdin atomic charge list, values in e, 5 entries: atom 1 (C): -0.084, atom 2 (C): -0.110, atom 3 (C): -0.080, atom 4 (C): -0.024, atom 5 (C): 0.089

ORCA calculation (ωB97M-V/def2-TZVPD) on a 7-piece molecular cluster, C38H85N2O20P5 overall.

Atoms and positions in Å:
C: -2.563 0.318 1.197
C: -1.201 0.934 0.811
O: -0.435 0.221 -0.162
P: -0.356 0.819 -1.691
O: 0.230 2.178 -1.832
O: -1.866 0.681 -2.267
C: -2.686 -0.536 -2.323
C: -3.522 -0.381 -3.620
O: 0.344 -0.394 -2.507
C: 1.788 -0.313 -2.742
C: 2.410 -1.592 -3.284
H: -2.592 -0.763 1.062
H: -2.749 0.592 2.235
H: -3.379 0.741 0.609
H: -1.335 1.984 0.551
H: -0.725 0.789 1.781
H: -2.071 -1.433 -2.407
H: -3.160 -0.665 -1.350
H: -4.076 0.554 -3.538
H: -2.829 -0.207 -4.443
H: -4.014 -1.343 -3.760
H: 1.880 0.391 -3.570
H: 2.338 0.107 -1.901
H: 2.517 -2.400 -2.558
H: 1.905 -1.907 -4.197
H: 3.482 -1.514 -3.472
C: 0.205 6.243 9.970
C: 0.048 4.775 10.361
O: -0.039 3.934 9.218
P: -1.461 3.617 8.625
O: -2.264 4.784 8.194
O: -1.050 2.667 7.437
C: -1.951 1.726 6.826
C: -1.148 1.078 5.680
O: -2.081 2.693 9.832
C: -3.473 2.395 9.869
C: -3.943 1.930 11.285
H: 0.300 6.868 10.857
H: 1.134 6.287 9.399
H: -0.566 6.521 9.252
H: 0.941 4.384 10.849
H: -0.809 4.652 11.024
H: -2.206 0.939 7.536
H: -2.830 2.210 6.401
H: -0.119 0.793 5.897
H: -1.661 0.381 5.019
H: -0.971 1.953 5.049
H: -3.986 3.327 9.625
H: -3.811 1.623 9.177
H: -3.424 2.539 12.026
H: -5.005 1.731 11.418
H: -3.457 0.985 11.536
C: 6.967 -1.450 -4.950
C: 7.521 -2.476 -4.031
O: 7.736 -1.845 -2.758
P: 6.821 -2.018 -1.466
O: 5.357 -2.339 -1.654
O: 7.655 -3.137 -0.625
C: 7.370 -3.234 0.766
C: 8.542 -4.090 1.337
O: 7.116 -0.604 -0.697
C: 6.063 0.257 -0.236
C: 5.301 0.801 -1.460
H: 6.100 -1.125 -4.372
H: 7.587 -0.573 -5.136
H: 6.630 -1.677 -5.961
H: 6.782 -3.265 -3.892
H: 8.494 -2.802 -4.398
H: 7.191 -2.283 1.266
H: 6.505 -3.881 0.915
H: 8.314 -4.577 2.286
H: 8.808 -4.849 0.602
H: 9.474 -3.566 1.548
H: 5.325 -0.226 0.408
H: 6.588 0.875 0.493
H: 5.998 1.243 -2.172
H: 4.618 0.156 -2.010
H: 4.636 1.622 -1.185
C: 2.423 4.481 -1.410
C: 1.368 5.116 -2.306
O: 2.033 6.018 -3.171
P: 1.631 7.566 -3.355
O: 2.275 8.531 -2.446
O: 1.757 8.017 -4.956
C: 2.955 8.357 -5.591
C: 2.626 8.296 -7.098
O: 0.058 7.530 -3.244
C: -0.677 6.860 -4.297
C: -1.336 8.003 -5.144
H: 1.956 3.862 -0.644
H: 3.170 3.953 -2.002
H: 2.923 5.251 -0.821
H: 0.893 4.374 -2.948
H: 0.609 5.719 -1.808
H: 3.230 9.384 -5.347
H: 3.712 7.634 -5.285
H: 1.924 9.046 -7.461
H: 3.511 8.409 -7.726
H: 2.343 7.268 -7.327
H: -0.132 6.273 -5.036
H: -1.451 6.210 -3.892
H: -0.711 8.540 -5.853
H: -2.108 7.373 -5.592
H: -1.921 8.679 -4.522
C: 0.297 -4.347 -2.688
C: -0.268 -5.705 -2.348
O: -0.242 -5.840 -0.938
P: -1.543 -5.527 -0.065
O: -2.467 -4.454 -0.448
O: -0.912 -5.380 1.456
C: -0.550 -6.410 2.363
C: 0.883 -6.932 1.996
O: -2.143 -7.028 0.014
C: -3.442 -7.340 -0.370
C: -3.610 -8.657 0.345
H: -0.400 -3.542 -2.458
H: 1.327 -4.234 -2.352
H: 0.430 -4.382 -3.771
H: -1.193 -5.772 -2.920
H: 0.498 -6.430 -2.623
H: -0.574 -6.012 3.376
H: -1.259 -7.229 2.232
H: 1.632 -6.156 1.840
H: 1.185 -7.597 2.807
H: 0.977 -7.640 1.172
H: -4.182 -6.570 -0.158
H: -3.291 -7.559 -1.429
H: -4.310 -9.247 -0.247
H: -2.627 -9.119 0.415
H: -3.980 -8.493 1.357
C: -5.541 -3.362 -4.513
C: -4.434 -3.966 -5.112
C: -3.482 -4.252 -4.148
N: -4.027 -3.985 -2.937
C: -5.369 -3.724 -3.115
H: -6.496 -2.986 -4.846
H: -4.423 -4.162 -6.174
H: -2.428 -4.485 -4.155
H: -3.564 -4.020 -2.040
H: -6.065 -3.621 -2.296
C: -6.326 0.192 -0.129
C: -6.112 -0.802 0.796
C: -7.136 -1.754 0.621
N: -8.007 -1.320 -0.339
C: -7.634 -0.067 -0.712
H: -5.644 0.986 -0.393
H: -5.277 -0.954 1.463
H: -7.391 -2.647 1.171
H: -8.944 -1.575 -0.610
H: -8.207 0.526 -1.408

Total charge: 0
F_max in eV Å⁻¹: 4.93
LUMO in Ha: 0.018
SMILES: CCOP(=O)(OCC)OCC.CCOP(=O)(OCC)OCC.CCOP(=O)(OCC)OCC.CCOP(=O)(OCC)OCC.CCOP(=O)(OCC)OCC.c1cc[nH]c1.c1cc[nH]c1
Energy above the lowest of the compared OMol25 structures with the same formula, charge and spin in kcal/mol: 21.0
HOMO in eV: -7.86
Energy in Ha: -4820.329158

Löwdin atomic charge list, values in e, 5 entries: atom 1 (C): -0.081, atom 2 (C): -0.261, atom 3 (O): -0.186, atom 4 (P): 0.493, atom 5 (O): -0.229

ORCA calculation (ωB97M-V/def2-TZVPD) on a 2-piece molecular cluster, C2H2FNO2 overall.

Atoms and positions in Å:
O: -2.103 1.973 1.064
C: -1.643 1.350 0.199
C: -1.108 0.583 -0.759
F: -1.256 -0.743 -0.903
H: -0.485 0.960 -1.489
N: 0.828 3.365 0.185
O: 0.362 3.503 1.298
H: 0.086 3.578 -0.639

Total charge: 0
F_max in eV Å⁻¹: 2.51
LUMO (alpha / beta) in Ha: -0.029 / -0.029
SMILES: O=C=CF.N=O
Energy above the lowest of the compared OMol25 structures with the same formula, charge and spin in kcal/mol: 124.5
HOMO (alpha / beta) in eV: -9.39 / -9.39
Energy in Ha: -382.332039

Löwdin atomic charge list, values in e, 5 entries: atom 1 (O): 0.181, atom 2 (C): -0.155, atom 3 (C): -0.157, atom 4 (F): 0.013, atom 5 (H): 0.081